Entry 1:
C32H47Cl3EuN3O3SSi | ωB97M-V/def2-TZVPD

Geometry as XYZ:
```
91
Properties=species:S:1:pos:R:3:forces:R:3
C 2.0435 -1.6631 -5.6079 -0.01 0.30 -0.43
C 1.1843 -0.6138 -4.9381 1.25 -0.95 2.53
H 2.1574 -1.4670 -6.6779 0.07 0.00 0.19
H 1.5556 -2.6335 -5.5124 0.14 0.03 0.00
H 3.0404 -1.7016 -5.1639 -0.14 -0.14 0.01
C 0.4072 0.2978 -5.6556 -1.15 0.69 -0.76
C 0.4717 0.3883 -7.1245 0.16 0.28 -0.78
H -0.1358 1.0853 -5.1410 0.15 -0.33 -0.02
H -0.0188 -0.4348 -7.6690 0.15 -0.01 0.23
H 1.5280 0.4095 -7.4565 -0.46 0.06 -0.10
H -0.0193 1.3051 -7.4648 0.18 -0.10 -0.02
Eu -0.7562 -0.8608 1.1609 -0.34 0.05 1.41
Cl 1.9677 -0.6429 1.7372 -0.45 -0.07 -0.16
Cl -1.5892 -3.3934 0.1205 0.01 0.52 0.01
C 0.2739 2.1142 1.1914 0.21 0.67 0.16
O -0.8107 1.4744 1.1566 0.54 -0.04 -0.23
N 0.3215 3.4384 1.3303 -0.23 -0.33 -0.13
C -0.9295 4.1847 1.3703 0.05 0.20 0.20
C 1.5657 4.1925 1.4976 -0.09 -0.33 -0.02
H 1.2372 1.5835 1.1131 -0.21 0.23 0.12
H -1.7493 3.4682 1.2927 0.10 0.28 0.10
H -0.9673 4.8900 0.5272 0.04 -0.14 0.20
H -0.9970 4.7413 2.3178 -0.05 -0.21 -0.28
H 2.4182 3.5128 1.3933 -0.19 0.14 0.02
H 1.5976 4.6572 2.4945 -0.09 -0.20 -0.26
H 1.6348 4.9806 0.7370 -0.05 -0.20 0.11
H -2.1573 -1.7192 -3.4502 -0.22 0.05 0.21
H -2.5789 0.7554 -4.4693 -0.24 0.08 0.18
C -3.1236 -1.4894 -2.9702 0.08 -0.02 -0.12
C -3.3905 0.8506 -3.7293 0.39 -0.05 0.26
N -3.1616 -0.0735 -2.6186 0.26 0.21 0.75
H -3.2468 -2.1000 -2.0728 0.03 0.11 -0.17
C -2.8206 0.3434 -1.3775 -0.32 -0.70 0.13
O -2.6943 -0.4151 -0.3869 0.17 0.98 -1.03
H -3.4218 1.8761 -3.3463 -0.01 -0.19 -0.16
H -2.6775 1.4410 -1.2950 -0.15 -0.43 0.07
H -3.9231 -1.6764 -3.6950 0.08 -0.11 0.23
H -4.3347 0.6105 -4.2278 0.08 0.07 0.19
O 0.6390 -1.1947 -3.6532 -0.64 1.25 -1.17
C 1.5830 -0.1805 -3.4829 0.48 -0.97 -1.08
C -0.1138 1.6183 -2.8570 0.05 -0.13 -0.17
C 1.2071 1.1541 -2.9762 0.11 1.08 0.75
H -0.9386 0.9311 -3.0929 0.59 0.35 0.18
C -0.3833 2.9373 -2.4767 -0.17 -0.12 -0.08
H 2.5640 -0.5795 -3.1586 -0.44 0.50 -0.06
C 2.2443 2.0456 -2.6310 -0.35 -0.32 -0.33
H -1.4246 3.2940 -2.4564 0.51 -0.21 0.11
C 0.6542 3.8231 -2.1811 0.00 -0.10 -0.15
C 1.9701 3.3677 -2.2778 0.07 -0.08 0.15
H 3.2737 1.6747 -2.6770 -0.32 0.28 0.02
H 0.4334 4.8608 -1.9005 0.14 -0.47 -0.16
H 2.7988 4.0480 -2.0811 -0.20 -0.17 0.04
Si 0.2522 -3.9922 -1.3002 -0.16 -1.21 1.33
Cl 0.4057 -1.1093 -0.9976 0.62 -0.77 -1.37
C -1.0047 -5.2760 -1.9381 0.18 0.08 -0.18
C 1.2340 -4.3715 0.2968 0.08 0.07 -0.33
C 1.4163 -3.7953 -2.7642 0.05 0.49 -0.34
H -1.9056 -4.7574 -2.3115 0.33 -0.24 0.20
H -1.3079 -5.9891 -1.1596 0.01 0.36 -0.09
H -0.5887 -5.8485 -2.7687 0.07 0.00 -0.07
H 0.9083 -3.3788 -3.6498 0.24 -0.29 0.54
H 1.8072 -4.7948 -3.0429 -0.38 0.22 0.41
H 2.2823 -3.1610 -2.5390 -0.26 -0.02 -0.03
H 1.6280 -3.4493 0.7620 -0.11 -0.20 -0.35
H 2.0948 -5.0191 0.0753 -0.12 0.16 -0.02
H 0.6207 -4.8605 1.0651 0.02 0.05 -0.39
N -0.8924 -1.2855 3.4774 -1.67 -0.93 -1.24
S 0.3205 -0.8097 4.3854 1.07 2.86 2.14
C -0.1433 0.7656 5.1498 1.85 -2.76 -0.84
C 0.6632 1.8820 4.8882 0.19 1.32 -0.15
C 0.1780 3.1526 5.1872 1.12 -1.14 -0.59
C -1.1155 3.3009 5.7200 -0.99 0.75 0.29
C -1.9091 2.1791 5.9673 0.36 -0.84 -0.07
C -1.4048 0.8955 5.7272 -1.96 0.72 0.60
C 0.3495 -2.0514 5.6888 -0.16 -0.14 0.27
C 0.6808 -1.7240 7.0091 -0.14 -0.38 -0.29
C 0.7521 -2.7445 7.9601 -0.02 0.05 -0.40
C 0.5369 -4.0726 7.5768 0.00 -0.17 0.10
C 0.2401 -4.3975 6.2507 0.15 0.50 -0.11
C 0.1569 -3.3782 5.2947 -0.08 -0.14 0.41
H -1.7348 -1.3769 4.0578 0.16 -0.02 -0.40
H 1.6461 1.7227 4.4394 -0.18 0.17 0.12
H 0.8046 4.0223 5.0036 -0.04 -0.09 0.07
H -1.4977 4.3011 5.9299 0.05 -0.28 -0.04
H -2.9238 2.2855 6.3515 0.25 0.04 0.03
H -1.9951 0.0072 5.9519 -0.01 0.22 0.01
H 0.8724 -0.6841 7.2615 -0.12 -0.12 0.01
H 0.9751 -2.4915 8.9949 -0.01 -0.13 -0.20
H 0.6149 -4.8713 8.3203 -0.07 0.30 -0.23
H 0.0812 -5.4301 5.9409 0.06 0.22 0.18
H -0.0751 -3.5994 4.2520 0.03 0.05 0.33
```
Forces are in eV/Å.

## Properties
HOMO level (spin up / spin down): -3.041 / -7.548 eV
E_LUMO (spin up / spin down): 0.1 / -0.4 eV
orbital gap (spin up / spin down): 3.2 / 7.2 eV
multiplicity: 7
expectation value of S²: 12.03
total charge: 0
energy relative to the best compared isomer or geometry (same formula, charge and spin): 7.380 eV

=====

Entry 2:
C32H47N2O9P4Ru | ωB97M-V/def2-TZVPD

Geometry as XYZ:
```
95
Properties=species:S:1:pos:R:3:forces:R:3
Ru -0.0966 -0.3156 -0.3101 -0.13 0.29 0.04
C 2.9399 -0.8525 4.3942 -0.07 0.07 -0.01
C 1.5152 -0.8491 3.8455 -0.12 -0.32 -0.26
C 0.9039 -2.2459 3.9991 0.01 0.11 0.03
P 1.2568 -0.2803 2.0686 0.53 0.40 0.36
C 2.8831 -0.3941 1.0993 -0.07 -0.14 0.32
C 3.1482 -1.8677 0.8275 -0.10 0.15 -0.11
C 4.1456 0.3098 1.5652 -0.04 0.01 -0.07
C 1.0579 1.5261 2.2394 -0.14 -0.08 -0.16
C 1.9618 2.3424 2.9160 -0.06 0.08 -0.01
C 1.8805 3.7226 2.8464 0.10 0.05 0.06
C 0.8978 4.2950 2.0475 0.00 -0.03 0.01
C -0.0530 3.5121 1.4240 0.01 -0.06 -0.03
C -0.0500 2.1083 1.5632 0.06 0.15 0.29
N -1.0161 1.2653 1.0665 0.29 -0.59 -0.44
C -2.3288 1.5921 0.8656 -0.21 0.20 0.09
C -2.9548 2.7877 1.2760 0.04 -0.04 -0.01
C -4.2457 3.0881 0.8804 0.00 -0.06 -0.01
C -4.9668 2.2136 0.0781 -0.11 0.04 -0.03
C -4.4242 0.9683 -0.2054 0.02 0.01 0.04
C -3.1559 0.6188 0.2391 0.09 0.06 -0.07
P -2.4217 -1.0384 0.1683 -0.63 0.17 0.55
C -3.6411 -2.0722 -0.7798 0.32 -0.03 0.00
C -4.9917 -2.3378 -0.1131 0.05 0.05 -0.04
C -2.9893 -3.3927 -1.2233 0.00 0.12 -0.02
C -2.4785 -1.5532 1.9678 -0.08 -0.14 -0.21
C -2.1386 -3.0428 2.0628 0.02 0.12 -0.04
C -3.7350 -1.1932 2.7558 0.05 0.01 -0.03
H 2.9051 -1.1238 5.4517 0.03 -0.02 0.00
H 3.4337 0.1140 4.3179 0.01 -0.02 0.00
H 3.5521 -1.5985 3.8846 0.03 0.02 0.02
H 0.9167 -0.1378 4.4202 -0.01 0.03 -0.02
H 1.4070 -2.9627 3.3455 -0.02 -0.03 0.01
H -0.1530 -2.2395 3.7395 0.00 -0.05 -0.01
H 1.0059 -2.5965 5.0289 -0.01 -0.01 -0.01
H 2.5838 1.1517 -0.1057 -0.03 -0.01 0.00
H 3.3911 -2.3885 1.7548 0.03 0.00 -0.01
H 3.9876 -1.9709 0.1357 0.02 -0.02 0.02
H 2.2648 -2.3294 0.3861 0.04 -0.08 0.00
H 4.6145 -0.2134 2.3953 -0.02 0.03 0.01
H 3.9544 1.3423 1.8538 0.04 0.00 -0.02
H 4.8496 0.3184 0.7289 0.01 -0.04 0.00
H 2.7418 1.8947 3.5171 0.02 0.01 -0.04
H 2.5911 4.3412 3.3787 -0.01 -0.01 0.00
H 0.8660 5.3704 1.9194 -0.01 0.00 0.00
H -0.7996 3.9748 0.7958 0.05 0.01 0.04
H -2.4140 3.4822 1.9017 -0.08 0.01 -0.03
H -4.6901 4.0261 1.1910 0.02 0.01 0.00
H -5.9523 2.4776 -0.2824 0.01 -0.01 0.01
H -5.0103 0.2628 -0.7798 0.00 0.00 0.04
H -3.7905 -1.4554 -1.6710 0.01 0.00 0.00
H -4.8943 -3.0989 0.6616 -0.02 0.01 0.01
H -5.6935 -2.7180 -0.8597 -0.01 -0.02 0.01
H -5.4222 -1.4462 0.3378 -0.04 -0.05 0.01
H -3.1194 -4.1627 -0.4627 0.02 -0.01 0.00
H -1.9185 -3.2662 -1.3843 -0.03 -0.05 -0.02
H -3.4497 -3.7618 -2.1431 -0.04 -0.01 0.01
H -1.6448 -0.9785 2.3825 0.02 0.03 -0.02
H -2.9653 -3.6530 1.6962 0.02 -0.02 0.00
H -1.9570 -3.3367 3.0984 0.00 0.01 0.01
H -1.2469 -3.2731 1.4729 -0.01 -0.09 0.05
H -4.5726 -1.8403 2.4966 0.00 0.03 0.03
H -4.0290 -0.1576 2.5814 -0.03 -0.01 0.04
H -3.5402 -1.3145 3.8246 -0.02 -0.01 0.00
O 3.1766 0.6534 -3.1320 -0.11 -0.09 -0.03
C 2.0274 0.8101 -2.7819 0.37 0.27 -0.04
O 2.4695 0.1912 -0.1522 -0.09 -0.05 -0.07
C 1.2422 1.9217 -2.4387 -0.38 -0.24 0.04
C 1.6602 3.2568 -2.6805 0.20 0.05 -0.02
C 0.7757 4.2753 -2.4856 -0.07 -0.13 0.02
C -0.5434 3.9754 -2.0602 -0.01 0.07 -0.04
C -0.8746 2.6621 -1.8136 -0.09 0.07 -0.04
N -0.0251 1.6414 -1.9577 0.20 -0.02 0.29
H 2.6639 3.4180 -3.0515 -0.01 0.05 0.03
H 1.0598 5.3017 -2.6773 0.06 -0.01 0.00
H -1.2751 4.7578 -1.9151 -0.03 -0.03 -0.01
H -1.8749 2.4003 -1.4809 0.06 0.00 0.02
C 0.9959 -2.5579 -5.1102 -0.02 -0.01 0.00
C 0.1682 -2.4233 -3.8489 0.11 0.27 0.62
O -1.0499 -3.1481 -3.9546 -0.03 -0.11 -0.16
P 1.0326 -3.1301 -2.3642 -0.01 -0.41 0.22
O 2.5955 -2.9433 -2.4930 0.04 0.09 -0.02
O 0.9647 -4.7026 -2.5889 -0.05 0.02 -0.12
O 0.4222 -2.7062 -1.0744 0.05 0.19 -0.26
P -0.1744 -0.6886 -3.3388 0.23 -0.68 -0.92
O -0.1646 0.2086 -4.6519 -0.15 0.02 0.17
O -1.4783 -0.7215 -2.6347 0.12 0.15 0.15
O 1.2346 -0.4600 -2.6277 -0.49 0.25 -0.14
H 1.3106 -3.5928 -5.2460 0.02 0.01 -0.01
H 1.8787 -1.9207 -5.0539 0.02 -0.04 -0.03
H 0.3924 -2.2567 -5.9653 0.00 0.03 0.00
H -1.7193 -2.6573 -3.4515 0.02 0.01 0.04
H 2.8794 -2.0261 -2.3351 -0.08 -0.05 -0.08
H 0.0489 -5.0092 -2.6725 0.12 0.09 -0.03
H -0.9505 0.7760 -4.6855 0.17 -0.02 0.01
```
Forces are in eV/Å.

## Properties
HOMO level (spin up / spin down): -5.571 / -6.784 eV
E_LUMO (spin up / spin down): 0.5 / -0.3 eV
orbital gap (spin up / spin down): 6.1 / 6.5 eV
multiplicity: 6
expectation value of S²: 8.78
total charge: 0
energy relative to the best compared isomer or geometry (same formula, charge and spin): 2.134 eV

=====

Entry 3:
C32H48ClI2N8O2 | ωB97M-V/def2-TZVPD

Geometry as XYZ:
```
93
Properties=species:S:1:pos:R:3:forces:R:3
C 3.5801 -3.6822 2.7930 -0.20 0.38 -0.79
C 2.6938 -4.2487 1.5466 0.14 0.40 0.66
C 1.6586 -5.3708 2.0530 0.35 -0.31 -0.63
C 0.3556 -5.5243 1.1230 -0.38 -0.12 0.73
C -0.7939 -4.4165 1.4457 1.41 0.42 -0.37
C -1.0934 -3.5793 0.1078 -1.04 -0.06 0.50
C -2.6528 -3.2198 -0.1070 0.75 -0.31 -1.42
C -2.7471 -2.4495 -1.5344 0.31 0.20 0.79
C -2.2093 -0.9128 -1.4372 -1.14 -0.41 -1.18
C -1.3922 -0.5493 -2.7776 -0.38 -0.28 -0.18
C -0.6467 0.8680 -2.7327 -1.39 0.16 -1.74
N -0.0960 1.1952 -1.3520 2.25 -2.26 -1.75
N -0.8274 2.0664 -0.6883 1.76 0.85 4.05
C -0.3971 2.4240 0.5974 1.31 -1.87 -1.30
Cl -1.3930 3.6264 1.5512 1.71 -1.99 -1.74
C 0.8726 1.7707 1.1875 0.64 -0.69 -1.07
N 1.2585 2.1594 2.5573 -0.72 -1.57 -1.79
C 0.3258 1.6233 3.5759 -0.37 0.11 5.02
C -0.8898 0.6285 3.3097 -0.38 0.99 -0.48
O 0.5311 1.9528 4.7772 -0.44 -0.90 -4.79
C 2.6426 1.7496 2.8886 2.01 -3.72 2.11
C 3.9670 2.5736 2.5838 0.38 -0.37 -0.65
O 2.7833 0.6210 3.4440 -0.67 4.24 -2.08
C 1.7037 0.7492 0.3873 -4.38 2.20 -2.24
C 1.1074 0.4943 -1.0467 0.68 0.85 3.68
C 1.8719 -0.5062 -2.0407 1.26 2.65 -2.01
I 1.7438 -2.6672 -1.9668 0.03 1.58 0.22
C 2.7328 0.0568 -3.0400 -1.53 -2.08 2.14
C 3.5671 -0.8220 -4.0777 -0.26 0.94 -0.38
I 2.9049 2.2351 -3.0660 0.05 -1.42 -0.20
H 3.2262 -2.6183 3.0567 0.42 -1.68 -0.21
H 3.4389 -4.3570 3.6997 0.53 0.95 -1.18
H 4.6789 -3.5651 2.4757 -1.58 -0.43 0.73
H 3.3949 -4.7046 0.7505 -1.23 0.84 1.10
H 2.1552 -3.3166 1.1246 0.66 -1.69 0.35
H 2.2178 -6.3772 1.9815 -0.79 1.52 0.48
H 1.4163 -5.1350 3.1487 0.06 -0.55 -1.60
H 0.7240 -5.4668 0.0327 -0.74 -0.03 1.56
H -0.1569 -6.5495 1.2686 1.16 1.44 -0.25
H -0.3252 -3.7129 2.2321 -0.89 -0.91 -1.15
H -1.7191 -4.8689 1.9402 1.22 0.49 -0.98
H -0.4532 -2.6316 0.1512 -0.90 -1.19 -0.21
H -0.7834 -4.1780 -0.8282 -0.35 0.86 1.50
H -3.0974 -2.6027 0.7470 0.76 -1.33 -1.66
H -3.1923 -4.2255 -0.2722 0.65 1.52 0.57
H -3.8257 -2.4827 -1.9399 1.76 0.16 0.55
H -2.0525 -3.0057 -2.2523 -1.08 0.62 0.79
H -1.6392 -0.7302 -0.4678 -0.69 -0.29 -1.26
H -3.1679 -0.2685 -1.4760 1.70 -0.68 0.49
H -0.6947 -1.4058 -3.1147 -0.93 1.43 0.83
H -2.1808 -0.4736 -3.6190 1.34 0.03 1.23
H 0.1744 0.9551 -3.5386 -1.13 -0.22 1.65
H -1.4310 1.6588 -3.0355 1.38 -1.05 1.01
H -1.8143 1.2873 3.1059 1.38 -0.98 0.22
H -0.7694 -0.0531 2.4062 -0.04 0.76 1.33
H -1.1271 0.0680 4.2832 0.79 0.81 -1.58
H 3.9419 3.1665 1.6022 -0.27 -0.57 1.63
H 4.8028 1.7895 2.4430 -1.52 1.08 0.33
H 4.3222 3.2205 3.4698 -1.06 -0.87 -1.39
H 2.6388 0.2129 0.7390 -1.43 0.87 -0.38
H 4.4318 -1.4019 -3.6013 -1.28 1.01 -0.46
H 2.9002 -1.5777 -4.6207 0.75 1.11 0.96
H 3.9660 -0.0979 -4.8729 -0.38 -1.17 1.22
C -1.5621 4.8322 -4.9905 -0.58 -0.83 0.17
C -2.1877 3.4778 -5.1280 -0.98 -2.08 -0.25
N -2.6776 2.4097 -5.2363 1.56 3.13 0.46
H -0.4884 4.7300 -4.8423 -0.22 -0.02 -0.08
H -1.7421 5.4193 -5.8919 0.05 -0.11 0.08
H -1.9922 5.3546 -4.1339 -0.08 -0.06 -0.11
C -4.5484 -1.1761 4.5196 0.39 -0.08 -0.80
C -3.8986 -1.2664 3.1725 0.99 -0.17 -2.11
N -3.3874 -1.3375 2.1121 -1.62 0.87 3.82
H -4.8807 -0.1532 4.7030 0.05 -0.08 -0.09
H -5.4102 -1.8439 4.5609 0.11 0.05 -0.07
H -3.8364 -1.4645 5.2946 -0.02 -0.01 -0.13
C -4.9118 6.1165 -2.3245 0.54 0.63 -0.37
C -3.9865 7.1242 -2.9366 1.43 1.59 -0.95
N -3.2583 7.9154 -3.4186 -2.15 -2.46 1.45
H -5.8142 6.0256 -2.9307 0.12 0.05 0.02
H -4.4189 5.1444 -2.2710 -0.01 0.11 -0.04
H -5.1891 6.4316 -1.3174 0.06 0.03 -0.12
C 1.6847 0.0292 7.7703 -0.38 -0.77 -0.12
C 1.0283 -1.3084 7.6127 -1.03 -2.10 -0.25
N 0.5110 -2.3601 7.4887 1.53 3.20 0.32
H 2.7576 -0.0986 7.9214 -0.12 -0.07 -0.01
H 1.5200 0.6305 6.8742 -0.04 -0.10 0.05
H 1.2634 0.5504 8.6312 0.00 -0.11 -0.07
C 2.6468 2.8689 -7.1670 -0.52 0.71 0.28
C 1.7974 4.0015 -6.6715 -1.26 1.69 0.75
N 1.1299 4.8908 -6.2818 2.32 -2.71 -1.28
H 3.5971 2.8543 -6.6309 -0.11 0.09 -0.02
H 2.1320 1.9205 -7.0051 -0.03 0.13 0.00
H 2.8414 2.9910 -8.2336 -0.06 0.05 0.11
```
Forces are in eV/Å.

## Properties
HOMO level: -11.971 eV
E_LUMO: -4.6 eV
orbital gap: 7.3 eV
total charge: +1